(1)
# C28H21BrCl5N2STi

A structure of composition C28H21BrCl5N2STi (the ωB97M-V functional and the def2-TZVPD basis, the OMol25 dataset).

```
59
Properties=species:S:1:pos:R:3:forces:R:3
Br 4.63400 -0.85522 -5.33806 -0.01 -0.01 0.01
Ti 0.21743 -0.06370 -0.33953 0.92 0.12 -0.27
Cl 0.23735 -4.87091 4.20928 0.00 -0.02 0.00
Cl 2.62434 -1.60445 0.64975 0.05 -0.06 0.07
Cl -2.64965 -1.15255 1.62162 -0.07 -0.16 -0.20
Cl -2.47790 -3.47520 3.64153 -0.01 0.00 -0.01
Cl 2.81588 -3.92094 2.71980 -0.02 -0.01 0.00
S 2.98461 2.48695 2.52477 0.00 -0.02 0.01
N 1.09267 1.21895 1.33632 -0.17 0.05 -0.12
N -0.81972 1.72645 -1.07053 -0.25 0.07 0.05
C 3.30719 0.50759 -3.23738 -0.01 -0.01 0.01
C 0.14713 -3.61623 3.05156 -0.02 0.00 0.01
C -0.06813 2.37444 5.16557 0.02 0.01 -0.01
C 1.46650 -0.40166 -1.92011 0.07 0.06 -0.20
C -1.93375 -0.09326 -2.27538 -0.08 0.08 0.08
C 1.17905 2.69552 4.67635 -0.01 0.00 0.01
C -0.66309 1.23477 3.11243 -0.06 -0.02 -0.04
C 3.36413 -0.67200 -3.95775 0.03 0.00 -0.03
C -1.41267 1.31118 -2.37364 -0.11 -0.06 -0.06
C -3.01992 -0.50760 -3.03495 0.09 -0.04 -0.09
C 0.59112 1.56440 2.59740 0.03 -0.04 0.04
C -0.00588 -1.53895 1.13257 -0.14 -0.40 0.46
C -1.07382 -2.98842 2.78672 -0.02 0.03 -0.02
C -0.97895 1.64504 4.38894 0.02 0.00 -0.02
C -1.67234 -2.31134 -1.41053 0.02 0.01 0.06
C -3.40592 -1.83816 -3.00738 0.00 -0.01 0.01
C -2.71640 -2.74482 -2.21019 -0.04 0.01 -0.02
C -1.12940 -1.96534 1.84190 0.11 0.05 0.11
C 2.32289 1.63720 1.21136 0.04 0.06 0.02
C 1.49714 2.27682 3.38580 0.03 0.02 -0.01
C 1.29752 -3.19952 2.38816 0.09 -0.02 -0.01
C -1.26521 -0.97296 -1.41569 -0.44 -0.01 -0.03
C 2.49215 -1.71789 -3.68294 -0.03 0.02 0.02
C -1.91758 1.99857 -0.11075 -0.08 0.00 0.01
C -0.05445 2.97549 -1.25829 0.01 0.01 0.02
C 2.36189 0.62792 -2.22511 -0.04 0.02 0.04
C 1.55005 -1.57450 -2.67894 0.02 -0.03 0.00
C 1.18573 -2.17410 1.45762 -0.17 0.07 -0.04
H -1.17889 -3.02925 -0.76536 0.00 0.00 0.01
H 2.34612 1.56844 -1.68178 0.00 0.01 0.00
H 0.72151 2.82834 -2.00436 0.00 0.00 -0.01
H -1.94606 1.39120 4.80081 -0.01 0.00 0.01
H -2.19728 2.01932 -2.65954 0.04 0.05 0.01
H 2.92325 1.45077 0.33258 -0.02 -0.01 -0.02
H 1.89274 3.24499 5.27448 -0.01 0.01 0.01
H 3.98634 1.31826 -3.46283 0.00 0.00 0.00
H -2.51394 1.09969 0.03689 0.02 0.03 0.00
H -4.24584 -2.16860 -3.60375 0.00 -0.01 0.00
H -0.34316 2.68169 6.16490 -0.01 0.00 0.00
H 2.54389 -2.63128 -4.25932 0.01 0.00 -0.01
H -1.36996 0.65635 2.53170 0.10 0.13 0.08
H -1.50317 2.32895 0.83949 0.02 -0.01 0.01
H 0.39040 3.28628 -0.31432 0.00 -0.01 0.00
H -2.56424 2.78985 -0.49961 0.02 0.00 -0.03
H -0.72416 3.76660 -1.60548 -0.01 0.00 0.00
H -3.01469 -3.78482 -2.19279 0.00 0.00 0.00
H -0.62487 1.35659 -3.12986 0.04 0.02 0.04
H 0.86903 -2.39572 -2.49402 -0.01 0.01 0.01
H -3.55101 0.20076 -3.66014 0.00 0.00 -0.01
```
Forces are in eV/Å.

Values from the calculation:
HOMO-LUMO gap, eV: 7.75
Multiplicity: 1
Net charge: +1
E, eV: -198956.438

(2)
# C28H21CrF6N3O3PSe2

A structure of composition C28H21CrF6N3O3PSe2 at a distorted geometry (the ωB97M-V functional and the def2-TZVPD basis, the OMol25 dataset).

```
65
Properties=species:S:1:pos:R:3:forces:R:3
Se -1.80547 -0.13040 0.70062 -0.01 0.12 -0.11
Se 0.82391 -0.19854 -1.84964 -0.13 0.01 -0.09
Cr 1.12605 0.39536 1.35474 -0.26 -1.22 -0.24
P -1.26130 0.01137 -1.36941 0.04 0.15 -0.09
F 1.76462 -3.16239 3.83485 0.06 0.02 -0.30
F -0.65867 -3.36237 0.44450 0.11 -0.16 0.18
F 0.11845 -4.87249 1.80608 -0.12 0.28 -0.04
F 3.48977 -2.60352 2.65110 -0.21 -0.12 -0.05
F 2.74444 -4.63060 2.57445 -0.10 0.16 0.02
F -0.66834 -2.99766 2.57306 0.12 -0.10 -0.06
O -0.15054 4.18788 2.20438 -0.14 0.47 0.01
O 1.34765 -1.56091 1.40810 0.34 0.04 0.45
O 1.85991 4.16898 0.04393 0.02 0.49 -0.15
N 0.08478 0.78696 3.11404 -0.30 -0.36 0.75
N 1.04503 2.38635 1.31804 -0.03 0.52 -0.11
N 2.93068 0.83108 0.46114 0.75 -0.12 -0.27
C 4.94477 0.32137 -0.69707 -0.02 -0.30 0.13
C 2.07629 -3.46100 0.13731 0.10 -0.15 -0.17
C -2.79868 3.82026 -1.74192 0.02 -0.12 0.06
C -1.84607 -1.51090 -3.65777 -0.08 -0.09 -0.01
C -2.22051 -1.21341 -2.34654 0.00 -0.09 -0.04
C 0.16939 3.02530 2.15291 0.12 -0.60 0.12
C 2.97445 2.06413 -0.04002 -0.55 0.46 0.23
C -1.76511 3.26200 -3.83717 0.02 -0.10 0.04
C 3.96636 2.48123 -0.89390 0.18 0.31 -0.29
C -0.37064 2.03470 3.19727 0.25 0.45 -0.47
C 2.35177 -3.33628 2.62773 0.10 0.01 0.04
C -3.99402 -2.84424 -2.50918 0.05 0.07 -0.02
C 1.46172 -2.89501 1.41652 -0.25 0.25 0.33
C -2.55147 -2.45629 -4.39280 0.01 0.07 0.10
C -1.69480 1.50085 5.09911 -0.10 0.30 -0.02
C -3.62744 -3.12633 -3.81829 0.04 0.01 0.01
C 4.96212 1.58586 -1.24816 0.00 0.26 -0.12
C -1.44018 2.00544 -3.34367 -0.10 0.11 0.02
C 0.04889 -3.52761 1.56898 0.00 -0.18 -0.06
C -2.48671 2.55196 -1.25104 -0.05 0.12 -0.14
C -1.20469 0.21283 5.03055 0.09 -0.31 0.01
C 3.91297 -0.01632 0.16413 0.01 -0.12 -0.10
C -2.43943 4.17606 -3.03249 0.01 -0.02 0.01
C -0.30854 -0.10603 4.02250 -0.06 -0.11 -0.02
C -3.29500 -1.88805 -1.77693 -0.07 -0.05 -0.13
C -1.25583 2.43368 4.17064 -0.29 0.26 0.20
C -1.80252 1.63859 -2.04525 0.02 0.09 0.01
C 1.86769 3.02590 0.42416 0.13 -0.60 0.21
H 1.59491 -2.95935 -0.70084 0.01 0.00 0.02
H -1.59061 3.46389 4.16178 0.01 -0.07 0.03
H -2.66782 5.16851 -3.40887 0.01 -0.08 0.03
H -4.16682 -3.87904 -4.38631 0.05 0.08 0.05
H -1.47052 3.53893 -4.84478 -0.02 -0.04 0.08
H 1.93559 -4.54214 0.05959 0.08 0.09 -0.01
H -1.52239 -0.55268 5.72942 0.06 0.07 -0.06
H 0.08604 -1.10664 3.90415 0.00 0.00 -0.03
H 3.14420 -3.23724 0.11416 -0.03 -0.01 -0.01
H -0.87562 1.31467 -3.95729 0.03 0.02 0.02
H -2.75889 2.26971 -0.24145 0.04 0.02 0.00
H 3.83780 -0.99299 0.61945 -0.05 -0.08 -0.02
H 5.74152 1.87009 -1.94562 -0.03 0.02 0.04
H 5.70195 -0.41077 -0.94528 -0.01 0.01 0.06
H -2.24901 -2.68357 -5.40921 -0.01 0.01 0.05
H -2.41640 1.77507 5.86123 0.07 0.01 -0.05
H -3.30654 4.53421 -1.10038 0.04 -0.08 -0.06
H -4.82024 -3.37724 -2.05066 0.05 0.05 -0.01
H -0.97618 -1.02533 -4.08560 -0.03 -0.04 0.03
H 3.91853 3.49490 -1.27191 0.02 -0.06 0.01
H -3.56525 -1.67078 -0.75117 0.01 -0.02 0.00
```
Forces are in eV/Å.

Values from the calculation:
HOMO-LUMO gap (spin up / spin down), eV: 6.55 / 7.13
Multiplicity: 5
Net charge: -1
E, eV: -224705.474

(3)
# C28H21CrN2O3

A structure of composition C28H21CrN2O3 at a distorted geometry (the ωB97M-V functional and the def2-TZVPD basis, the OMol25 dataset).

```
55
Properties=species:S:1:pos:R:3:forces:R:3
Cr -3.09170 0.33400 -0.34434 -1.43 0.41 1.37
O -5.40537 -0.08129 1.62210 2.84 0.18 -2.48
O -1.62240 1.73521 1.90699 -1.94 -1.91 -2.64
O -4.24159 3.11511 -0.86258 1.48 -3.89 0.41
N -1.13803 0.37110 5.79331 0.60 -1.77 1.38
N -2.40690 1.30838 7.35207 0.20 -1.07 1.48
C -2.43096 2.46498 5.18088 0.23 -0.21 -0.44
C 1.64825 0.08055 2.02515 0.34 0.14 0.26
C -4.53559 0.02407 0.85622 -3.39 -0.27 2.55
C 2.72478 -0.94272 4.12374 0.00 -0.03 0.09
C 1.67197 2.39369 1.09947 0.01 0.01 0.45
C 3.09139 -2.06167 4.87842 -0.26 -0.23 -0.46
C -1.22442 -0.65978 -0.77052 1.22 0.40 1.27
C -1.56009 0.25804 -1.79790 1.30 0.67 -0.72
C 2.59103 2.10342 3.30485 0.01 0.10 0.08
C 1.89831 3.76440 1.19146 0.03 -0.09 0.11
C 0.77581 -0.23576 0.97071 -0.96 -0.27 -1.03
C 1.90608 -2.37007 2.36547 0.03 0.24 0.32
C -3.44954 -1.66636 -1.04963 -0.06 -0.49 0.00
C -2.19069 1.16784 1.05663 2.66 2.23 2.92
C -2.21517 -1.59574 -0.39051 0.75 -1.30 0.44
C -1.84271 0.19865 7.94092 -1.84 2.30 0.51
C 1.98800 1.50387 2.17092 0.00 0.84 -0.35
C 2.83166 3.47845 3.39905 -0.28 -0.05 -0.52
C -1.05704 -0.38442 6.96035 0.70 1.04 -3.60
C 2.85459 -3.35016 4.37774 -0.07 0.38 -0.02
C 2.10562 -1.04154 2.85108 0.06 -0.97 0.25
C -2.79332 0.18182 -2.46389 0.24 -0.08 -0.55
C -3.82020 2.03809 -0.71464 -1.87 4.68 -0.68
C 2.26616 -3.48817 3.11419 0.00 0.12 0.08
C -1.96529 1.37968 6.05244 -0.02 -0.20 0.53
C -3.74742 -0.77202 -2.08602 -0.94 -0.12 -0.71
C 2.47461 4.32369 2.33868 -0.02 -0.33 0.20
C -0.04209 -0.47114 0.08253 -0.12 -0.09 -0.07
H -0.85787 1.05749 -2.04749 -0.20 -0.41 0.02
H 3.12177 -4.22806 4.97130 -0.07 0.29 -0.28
H 2.08375 -4.48856 2.71885 0.07 0.32 0.03
H 1.61745 4.41658 0.36315 0.13 -0.23 0.18
H -3.04504 1.97801 7.77273 0.14 -0.26 0.14
H -3.52746 2.44689 5.13181 0.13 0.10 0.09
H 2.63941 5.40149 2.41436 -0.04 -0.40 -0.08
H -4.73151 -0.78665 -2.55976 0.41 -0.05 0.12
H 3.28742 3.90577 4.29776 -0.15 -0.30 -0.34
H 2.91812 0.02894 4.55404 -0.02 -0.56 0.03
H 2.87184 1.49251 4.14999 -0.05 0.50 -0.25
H -0.46382 -1.28137 7.04584 0.06 0.03 -0.13
H -2.02579 2.34026 4.17594 0.01 0.07 0.20
H -2.11191 3.42979 5.59548 -0.10 -0.09 -0.06
H 3.55777 -1.94335 5.86177 -0.16 0.07 -0.44
H -2.01306 -2.24582 0.46357 -0.08 0.20 -0.33
H 1.45992 -2.50890 1.38075 0.15 -0.02 0.26
H -3.03075 0.90561 -3.24284 0.04 -0.12 0.26
H -4.19374 -2.38879 -0.71833 0.14 0.22 -0.07
H -2.02163 -0.10087 8.96253 -0.07 0.11 0.02
H 1.23059 1.98881 0.19042 0.14 0.13 0.19
```
Forces are in eV/Å.

Values from the calculation:
HOMO-LUMO gap (spin up / spin down), eV: 6.23 / 3.51
Multiplicity: 4
Net charge: +2
E, eV: -66901.526

(4)
# C28H21NO

A cluster of 2 separate species, C28H21NO in total at a distorted geometry (the ωB97M-V functional and the def2-TZVPD basis, the OMol25 dataset).

```
51
Properties=species:S:1:pos:R:3:forces:R:3
O -1.85336 -1.40996 -0.82437 0.86 0.30 -0.06
N -8.21598 -2.17137 -2.20499 1.93 0.23 -0.04
C -5.63352 -1.86724 -2.14502 -0.36 -0.08 -0.17
C 6.36436 1.45570 -0.65479 -0.36 -0.21 0.19
C 2.15597 1.01295 0.10690 -0.66 -0.03 0.30
C 0.92600 -2.06663 3.08438 -0.35 -0.09 0.03
C 4.55371 0.97239 0.89714 -0.05 0.10 -0.42
C -0.03474 1.42752 -1.09463 0.07 -0.18 0.15
C -5.06620 -0.58052 -2.13466 0.00 0.05 -0.17
C -3.71567 -0.41544 -1.94461 0.34 -0.47 0.54
C 1.51750 3.25920 -0.75116 0.21 -0.29 0.16
C 0.01258 -1.19370 2.42616 0.16 -0.61 0.55
C -1.79916 -2.22335 3.70892 0.08 -0.30 0.24
C -0.64904 3.68704 -1.72912 0.18 -0.23 0.29
C -3.43395 -2.83879 -1.90875 0.18 0.52 0.49
C 0.46991 -3.01310 4.00945 0.17 0.22 -0.26
C 0.43090 -0.21578 1.44896 -0.15 0.03 0.10
C -2.89310 -1.53998 -1.51458 -1.08 -0.16 -0.55
C -0.89611 -3.10919 4.31625 0.20 0.65 -0.52
C 5.42744 1.68196 -1.67005 0.11 0.18 0.11
C 1.21388 1.87944 -0.60387 -0.53 0.48 -0.42
C 3.58971 1.22719 -0.11386 0.96 0.01 -0.08
C -4.78296 -2.99295 -2.12022 0.18 0.13 -0.09
C 5.91885 1.14560 0.64001 -0.34 -0.10 -0.05
C -7.05268 -2.03457 -2.20032 -1.72 -0.18 -0.02
C -1.35931 -1.29789 2.77850 0.33 0.40 -0.47
C 0.58115 4.15322 -1.25348 0.22 -0.18 -0.07
C 1.72875 0.02555 1.03125 0.50 0.02 -0.15
C -0.94647 2.32215 -1.66020 0.14 0.14 0.10
C 4.06509 1.64917 -1.38456 -0.29 -0.18 0.12
H -2.06579 -0.63151 2.27930 0.13 -0.27 0.12
H 6.63503 1.01339 1.45511 -0.23 -0.03 -0.34
H 4.21353 0.65695 1.88691 0.22 0.22 -0.29
H -5.19948 -3.98959 -2.27493 0.04 0.27 0.06
H 2.52121 -0.58264 1.47194 -0.25 0.15 -0.23
H -0.28941 0.36161 -1.03970 -0.12 0.31 -0.17
H 0.83348 5.21301 -1.27751 -0.13 -0.26 -0.10
H -5.70264 0.29601 -2.28315 0.12 -0.32 0.03
H -2.76428 -3.69288 -1.87523 -0.10 0.04 0.11
H -3.26633 0.57326 -1.94201 -0.17 -0.11 0.16
H 1.99273 -1.99784 2.85178 -0.41 -0.15 0.17
H 7.43679 1.48856 -0.86694 -0.42 0.09 0.07
H -1.37287 4.39205 -2.13494 0.14 -0.20 0.07
H 1.17782 -3.68900 4.49912 -0.23 0.30 -0.25
H 2.50762 3.60640 -0.44104 -0.47 0.03 0.05
H -1.24818 -3.85776 5.02073 0.06 0.15 -0.10
H -0.37354 0.38703 1.03813 0.05 -0.04 0.07
H 5.76240 1.90786 -2.68962 -0.17 -0.03 0.50
H -1.91179 1.96112 -2.01899 0.45 0.05 0.08
H 3.34534 1.92392 -2.16337 0.29 -0.34 0.29
H -2.85519 -2.26856 3.96974 0.24 -0.01 -0.15
```
Forces are in eV/Å.

Values from the calculation:
HOMO-LUMO gap, eV: 2.65
Multiplicity: 1
E, eV: -32910.984

Number 1 is which compound? C28H21BrCl5N2STi

E of number 1 (C28H21BrCl5N2STi)? -198956.438 eV